This record from OMol25 describes C26H21ClF5N2O7S3TeV as an isolated structure. The level of theory is wB97M-V/def2-TZVPD.

Computed properties:
**HOMO level (alpha / beta)**: -8.76 / -8.76 eV
**Net charge**: 0
**E**: -5005.38124 hartree
**Relative energy (zero: lowest compared OMol25 entry of this formula, charge and spin)**: 253.9 kJ/mol
**Spin multiplicity**: 1

Element x y z (Å)
V: 0.30 -0.06 1.27
C: 1.83 -1.02 -3.04
C: 0.51 -1.24 -2.37
N: -0.34 -0.29 -2.33
N: -1.57 -0.60 -1.80
C: -1.99 0.01 -0.78
S: -1.10 1.24 0.23
S: -3.63 -0.16 -0.17
C: -3.99 -1.91 -0.60
C: -4.30 -2.69 0.64
C: -3.28 -3.03 1.52
C: -3.56 -3.73 2.68
C: -4.87 -4.11 2.97
C: -5.89 -3.78 2.09
C: -5.60 -3.07 0.93
C: 0.29 -2.55 -1.71
C: 0.20 -3.72 -2.45
C: 0.02 -4.94 -1.81
C: -0.05 -5.00 -0.43
C: 0.05 -3.85 0.32
C: 0.22 -2.64 -0.33
O: 0.28 -1.53 0.43
H: 1.84 -0.07 -3.56
H: 2.00 -1.83 -3.75
H: 2.63 -1.05 -2.31
H: -3.11 -2.28 -1.13
H: -4.83 -1.93 -1.29
H: -2.26 -2.71 1.32
H: -2.76 -3.98 3.36
H: -5.09 -4.66 3.87
H: -6.91 -4.06 2.31
H: -6.40 -2.80 0.25
H: 0.26 -3.67 -3.53
H: -0.07 -5.85 -2.40
H: -0.18 -5.96 0.06
H: 0.02 -3.86 1.40
C: 4.46 4.15 -8.93
C: 3.96 3.62 -7.60
O: 3.99 2.48 -7.26
S: 3.38 4.96 -6.56
C: 3.05 4.09 -5.07
C: 3.82 4.39 -3.94
C: 3.57 3.74 -2.75
C: 2.55 2.79 -2.67
C: 1.79 2.50 -3.80
C: 2.03 3.16 -4.99
C: 2.27 2.09 -1.46
C: 1.95 1.48 -0.47
H: 4.53 3.32 -9.63
H: 5.44 4.59 -8.78
H: 3.80 4.92 -9.32
H: 4.62 5.11 -4.01
H: 4.17 3.96 -1.87
H: 1.00 1.76 -3.73
H: 1.43 2.94 -5.87
O: 2.70 -1.41 2.46
Cl: 3.10 -0.84 3.74
O: 4.09 -1.63 4.38
O: 1.83 -1.13 4.76
O: 1.72 0.77 0.55
F: -1.82 -0.19 4.49
Te: -0.06 -0.73 4.30
F: 0.25 0.71 5.46
F: 0.15 -2.38 3.44
F: -0.43 -1.80 5.75
F: -1.18 -0.84 2.34
O: 0.62 0.47 2.95

Partial atomic charges computed with the natural (NBO) method, in multiples of e: number 1, V, carries 1.26; number 2, C, carries -0.65; number 3, C, carries 0.29; number 4, N, carries -0.26; number 5, N, carries -0.30; number 6, C, carries -0.05; number 7, S, carries 0.20; number 8, S, carries 0.31; number 9, C, carries -0.53; number 10, C, carries -0.07; number 11, C, carries -0.14; number 12, C, carries -0.21; number 13, C, carries -0.21; number 14, C, carries -0.21; number 15, C, carries -0.20; number 16, C, carries -0.15; number 17, C, carries -0.17; number 18, C, carries -0.20; number 19, C, carries -0.19; number 20, C, carries -0.23; number 21, C, carries 0.34; number 22, O, carries -0.50; number 23, H, carries 0.24; number 24, H, carries 0.23; number 25, H, carries 0.24; number 26, H, carries 0.26; number 27, H, carries 0.23; number 28, H, carries 0.20; number 29, H, carries 0.22; number 30, H, carries 0.22; number 31, H, carries 0.21; number 32, H, carries 0.21; number 33, H, carries 0.22; number 34, H, carries 0.22; number 35, H, carries 0.23; number 36, H, carries 0.25; number 37, C, carries -0.72; number 38, C, carries 0.44; number 39, O, carries -0.54; number 40, S, carries 0.21; number 41, C, carries -0.21; number 42, C, carries -0.20; number 43, C, carries -0.16; number 44, C, carries -0.11; number 45, C, carries -0.20; number 46, C, carries -0.12; number 47, C, carries -0.10; number 48, C, carries 0.34; number 49, H, carries 0.24; number 50, H, carries 0.25; number 51, H, carries 0.24; number 52, H, carries 0.23; number 53, H, carries 0.22; number 54, H, carries 0.23; number 55, H, carries 0.22; number 56, O, carries -0.81; number 57, Cl, carries 1.89; number 58, O, carries -0.75; number 59, O, carries -0.91; number 60, O, carries -0.53; number 61, F, carries -0.56; number 62, Te, carries 3.37; number 63, F, carries -0.61; number 64, F, carries -0.59; number 65, F, carries -0.59; number 66, F, carries -0.60; number 67, O, carries -0.87

This record from OMol25 describes C26H21HfI2N4O6 as an isolated structure in a non-equilibrium geometry. The level of theory is wB97M-V/def2-TZVPD.

Computed properties:
**HOMO level**: -10.29 eV
**Net charge**: +1
**E**: -2317.18366 hartree
**Relative energy (zero: lowest compared OMol25 entry of this formula, charge and spin)**: 13.1 kJ/mol
**Spin multiplicity**: 1

Element x y z (Å)
Hf: 0.16 -1.61 0.66
I: -2.57 -6.01 0.84
C: -1.84 -4.84 2.36
C: -2.06 -5.24 3.71
C: -1.59 -4.51 4.76
I: -1.95 -5.17 6.68
C: -0.85 -3.31 4.50
C: -0.27 -2.50 5.50
C: 0.46 -1.39 5.18
C: 0.60 -1.05 3.84
N: 0.06 -1.76 2.86
C: -0.65 -2.91 3.17
C: -1.16 -3.69 2.09
O: -0.90 -3.25 0.81
H: -2.60 -6.15 3.89
H: -0.40 -2.78 6.54
H: 0.92 -0.78 5.94
H: 1.18 -0.18 3.55
O: 3.09 -1.22 -5.65
C: 1.86 -1.33 -5.55
O: 0.93 -1.33 -6.37
C: 1.39 -1.51 -4.10
C: 0.03 -1.62 -3.82
C: -0.38 -1.68 -2.51
N: 0.49 -1.62 -1.48
C: 1.84 -1.54 -1.76
C: 2.30 -1.50 -3.04
C: 2.77 -1.45 -0.59
O: 3.95 -1.40 -0.67
O: 2.09 -1.41 0.65
H: -0.66 -1.64 -4.65
H: -1.43 -1.77 -2.25
H: 3.36 -1.43 -3.27
C: 1.35 5.71 -0.32
C: 0.46 5.29 -1.47
N: -0.04 3.91 -1.33
C: 0.53 2.89 -2.22
C: 1.96 2.49 -1.88
C: -1.04 3.71 -0.46
O: -1.61 4.58 0.18
C: -1.54 2.30 -0.24
C: -2.89 2.00 -0.38
C: -3.35 0.73 -0.09
C: -2.46 -0.21 0.37
N: -1.15 0.09 0.54
C: -0.70 1.32 0.23
H: 1.73 6.72 -0.49
H: 2.21 5.05 -0.22
H: 0.80 5.71 0.62
H: 0.99 5.34 -2.42
H: -0.41 5.95 -1.53
H: 0.49 3.29 -3.23
H: -0.12 2.01 -2.22
H: 2.65 3.33 -1.99
H: 2.30 1.70 -2.55
H: 2.05 2.14 -0.85
H: -3.56 2.78 -0.72
H: -4.39 0.46 -0.21
H: -2.77 -1.22 0.63
H: 0.35 1.52 0.39

Partial atomic charges computed with the natural (NBO) method, in multiples of e: number 1, Hf, carries 2.63; number 2, I, carries 0.27; number 3, C, carries -0.18; number 4, C, carries -0.22; number 5, C, carries -0.15; number 6, I, carries 0.25; number 7, C, carries -0.14; number 8, C, carries -0.04; number 9, C, carries -0.26; number 10, C, carries 0.13; number 11, N, carries -0.65; number 12, C, carries 0.20; number 13, C, carries 0.20; number 14, O, carries -0.84; number 15, H, carries 0.25; number 16, H, carries 0.25; number 17, H, carries 0.26; number 18, H, carries 0.22; number 19, O, carries -0.69; number 20, C, carries 0.70; number 21, O, carries -0.70; number 22, C, carries 0.06; number 23, C, carries -0.22; number 24, C, carries 0.06; number 25, N, carries -0.69; number 26, C, carries 0.07; number 27, C, carries -0.18; number 28, C, carries 0.76; number 29, O, carries -0.46; number 30, O, carries -0.89; number 31, H, carries 0.29; number 32, H, carries 0.21; number 33, H, carries 0.30; number 34, C, carries -0.62; number 35, C, carries -0.22; number 36, N, carries -0.41; number 37, C, carries -0.21; number 38, C, carries -0.62; number 39, C, carries 0.64; number 40, O, carries -0.59; number 41, C, carries -0.11; number 42, C, carries -0.05; number 43, C, carries -0.22; number 44, C, carries 0.06; number 45, N, carries -0.65; number 46, C, carries 0.07; number 47, H, carries 0.23; number 48, H, carries 0.20; number 49, H, carries 0.23; number 50, H, carries 0.21; number 51, H, carries 0.23; number 52, H, carries 0.22; number 53, H, carries 0.20; number 54, H, carries 0.23; number 55, H, carries 0.24; number 56, H, carries 0.19; number 57, H, carries 0.26; number 58, H, carries 0.26; number 59, H, carries 0.23; number 60, H, carries 0.23

This record from OMol25 describes C26H21N5O4RuS2 as an isolated structure in a non-equilibrium geometry. The level of theory is wB97M-V/def2-TZVPD.

Computed properties:
**HOMO level (alpha / beta)**: -4.24 / -4.18 eV
**⟨S²⟩**: 0.9439
**Net charge**: -1
**E**: -2469.48554 hartree
**Relative energy (zero: lowest compared OMol25 entry of this formula, charge and spin)**: 315.1 kJ/mol
**Spin multiplicity**: 2

Element x y z (Å)
Ru: -0.80 0.40 -0.60
O: -2.87 3.08 -3.49
C: -2.44 2.23 -2.50
O: -1.20 2.18 -2.26
C: -3.42 1.48 -1.83
C: -4.81 1.58 -2.05
C: -5.68 0.87 -1.26
C: -5.17 0.02 -0.26
C: -3.79 -0.07 -0.12
N: -2.95 0.62 -0.86
C: -3.15 -1.02 0.93
O: -3.89 -1.51 1.77
O: -1.91 -1.18 0.80
H: -2.07 3.49 -3.86
H: -5.15 2.24 -2.84
H: -6.75 0.95 -1.41
H: -5.81 -0.57 0.38
C: 0.58 -3.75 0.75
C: 1.12 -2.70 -0.22
C: 2.33 -2.00 0.32
C: 3.54 -2.67 0.32
C: 4.68 -2.07 0.82
C: 4.62 -0.77 1.27
C: 3.43 -0.05 1.28
C: 3.50 1.40 1.69
C: 3.85 1.60 3.17
C: 2.26 -0.70 0.85
N: 1.04 -0.03 0.90
C: 0.69 0.53 2.02
C: -0.40 1.42 2.07
C: -0.93 2.19 3.11
C: -1.95 2.95 2.55
C: -2.00 2.62 1.20
N: -1.06 1.72 0.91
H: -0.28 -4.24 0.30
H: 0.25 -3.26 1.66
H: 1.34 -4.49 0.99
H: 0.32 -1.97 -0.38
H: 1.38 -3.17 -1.17
H: 3.59 -3.68 -0.07
H: 5.62 -2.61 0.85
H: 5.52 -0.28 1.62
H: 2.57 1.91 1.45
H: 4.29 1.86 1.09
H: 3.02 1.28 3.80
H: 4.05 2.65 3.37
H: 4.73 1.02 3.44
H: 1.25 0.34 2.93
H: -0.62 2.17 4.14
H: -2.59 3.66 3.05
H: -2.69 2.99 0.45
S: 1.47 0.51 -2.09
C: 1.08 -0.52 -3.40
C: 2.02 -0.65 -4.43
N: 2.79 -0.78 -5.27
C: -0.11 -1.24 -3.50
S: -1.32 -1.26 -2.28
C: -0.42 -2.03 -4.62
N: -0.72 -2.69 -5.51

Partial atomic charges computed with the natural (NBO) method, in multiples of e: number 1, Ru, carries 0.88; number 2, O, carries -0.67; number 3, C, carries 0.76; number 4, O, carries -0.55; number 5, C, carries 0.04; number 6, C, carries -0.17; number 7, C, carries -0.18; number 8, C, carries -0.15; number 9, C, carries 0.13; number 10, N, carries -0.33; number 11, C, carries 0.75; number 12, O, carries -0.66; number 13, O, carries -0.67; number 14, H, carries 0.51; number 15, H, carries 0.24; number 16, H, carries 0.22; number 17, H, carries 0.26; number 18, C, carries -0.59; number 19, C, carries -0.43; number 20, C, carries -0.01; number 21, C, carries -0.21; number 22, C, carries -0.23; number 23, C, carries -0.17; number 24, C, carries -0.07; number 25, C, carries -0.43; number 26, C, carries -0.59; number 27, C, carries 0.21; number 28, N, carries -0.47; number 29, C, carries 0.15; number 30, C, carries 0.04; number 31, C, carries -0.26; number 32, C, carries -0.33; number 33, C, carries -0.04; number 34, N, carries -0.49; number 35, H, carries 0.21; number 36, H, carries 0.21; number 37, H, carries 0.19; number 38, H, carries 0.24; number 39, H, carries 0.21; number 40, H, carries 0.20; number 41, H, carries 0.20; number 42, H, carries 0.19; number 43, H, carries 0.22; number 44, H, carries 0.21; number 45, H, carries 0.20; number 46, H, carries 0.20; number 47, H, carries 0.20; number 48, H, carries 0.19; number 49, H, carries 0.21; number 50, H, carries 0.21; number 51, H, carries 0.19; number 52, S, carries -0.09; number 53, C, carries -0.31; number 54, C, carries 0.28; number 55, N, carries -0.35; number 56, C, carries -0.32; number 57, S, carries -0.09; number 58, C, carries 0.28; number 59, N, carries -0.35

This record from OMol25 describes C26H21N7O4Ru as an isolated structure in a non-equilibrium geometry. The level of theory is wB97M-V/def2-TZVPD.

Computed properties:
**HOMO level (alpha / beta)**: -11.61 / -11.69 eV
**⟨S²⟩**: 1.0057
**Net charge**: +1
**E**: -1782.26998 hartree
**Spin multiplicity**: 2

Element x y z (Å)
Ru: 0.27 -0.02 0.69
C: -0.17 1.66 -2.33
N: -1.03 1.51 -1.15
C: -1.36 2.77 -0.47
C: -0.30 3.04 0.56
N: 0.67 2.19 0.78
C: 1.41 2.68 1.82
C: 2.52 2.14 2.46
C: 3.05 2.87 3.50
C: 2.50 4.09 3.89
C: 1.39 4.63 3.27
C: 0.85 3.91 2.22
N: -0.24 4.11 1.39
C: 0.83 0.55 -2.38
N: 1.51 0.17 -1.32
C: 2.33 -0.85 -1.72
C: 3.27 -1.57 -1.00
C: 3.91 -2.59 -1.67
C: 3.64 -2.87 -3.02
C: 2.75 -2.13 -3.76
C: 2.10 -1.10 -3.09
N: 1.14 -0.19 -3.48
H: 0.39 2.60 -2.24
H: -0.75 1.69 -3.27
H: -1.87 0.99 -1.39
H: -2.32 2.65 0.04
H: -1.44 3.61 -1.17
H: 2.88 1.16 2.15
H: 3.91 2.49 4.03
H: 2.95 4.62 4.72
H: 0.96 5.57 3.59
H: -0.88 4.88 1.43
H: 3.48 -1.33 0.02
H: 4.64 -3.19 -1.15
H: 4.15 -3.70 -3.48
H: 2.57 -2.34 -4.80
H: 0.79 -0.05 -4.41
O: -1.61 -0.78 4.40
C: -1.37 -0.50 3.25
O: -0.55 0.33 2.76
C: -2.20 -1.24 2.15
C: -3.33 -2.00 2.50
C: -4.04 -2.61 1.50
C: -3.60 -2.50 0.17
C: -4.27 -3.10 -0.92
C: -3.75 -3.00 -2.19
C: -2.54 -2.33 -2.42
C: -1.88 -1.72 -1.39
C: -2.41 -1.76 -0.09
N: -1.77 -1.12 0.92
H: -3.59 -2.07 3.55
H: -4.92 -3.19 1.73
H: -5.19 -3.63 -0.74
H: -4.27 -3.46 -3.02
H: -2.14 -2.30 -3.42
H: -0.93 -1.22 -1.53
O: 1.82 -1.50 1.85
N: 1.35 -2.52 1.36
O: 0.65 -2.45 0.35

Partial atomic charges computed with the natural (NBO) method, in multiples of e: number 1, Ru, carries 1.21; number 2, C, carries -0.27; number 3, N, carries -0.60; number 4, C, carries -0.27; number 5, C, carries 0.42; number 6, N, carries -0.51; number 7, C, carries 0.17; number 8, C, carries -0.21; number 9, C, carries -0.19; number 10, C, carries -0.18; number 11, C, carries -0.21; number 12, C, carries 0.09; number 13, N, carries -0.50; number 14, C, carries 0.42; number 15, N, carries -0.50; number 16, C, carries 0.08; number 17, C, carries -0.19; number 18, C, carries -0.20; number 19, C, carries -0.18; number 20, C, carries -0.24; number 21, C, carries 0.15; number 22, N, carries -0.52; number 23, H, carries 0.24; number 24, H, carries 0.22; number 25, H, carries 0.41; number 26, H, carries 0.25; number 27, H, carries 0.22; number 28, H, carries 0.23; number 29, H, carries 0.23; number 30, H, carries 0.23; number 31, H, carries 0.23; number 32, H, carries 0.44; number 33, H, carries 0.24; number 34, H, carries 0.23; number 35, H, carries 0.23; number 36, H, carries 0.23; number 37, H, carries 0.44; number 38, O, carries -0.59; number 39, C, carries 0.76; number 40, O, carries -0.69; number 41, C, carries 0.15; number 42, C, carries -0.23; number 43, C, carries -0.12; number 44, C, carries -0.02; number 45, C, carries -0.18; number 46, C, carries -0.20; number 47, C, carries -0.20; number 48, C, carries -0.18; number 49, C, carries 0.12; number 50, N, carries -0.44; number 51, H, carries 0.27; number 52, H, carries 0.23; number 53, H, carries 0.23; number 54, H, carries 0.23; number 55, H, carries 0.22; number 56, H, carries 0.19; number 57, O, carries -0.37; number 58, N, carries 0.42; number 59, O, carries -0.43

Q: net charge of number 2 (C26H21HfI2N4O6)?
A: +1

Q: Look up the spin multiplicity of the third one.
A: 2

Q: What is the formula in the first record?
A: C26H21ClF5N2O7S3TeV

Q: Which value of E does entry 4 give?
A: -1782.26998 hartree